Density functional theory data (ωB97M-V/def2-TZVPD) for a structure of composition C45H66NO7PSiTi.

Element x y z (Å)
Ti (1.090, 0.253, 0.306)
C (3.085, -1.900, -4.327)
C (2.172, -2.870, -3.586)
C (1.954, -4.136, -4.423)
C (0.829, -2.295, -3.192)
C (0.091, -2.933, -2.203)
C (-1.178, -2.512, -1.841)
C (-1.977, -3.330, -0.841)
C (-1.152, -3.794, 0.359)
C (-2.624, -4.531, -1.537)
C (-1.727, -1.385, -2.476)
C (-1.000, -0.723, -3.473)
C (0.269, -1.188, -3.809)
C (-1.578, 0.441, -4.263)
C (-0.563, 1.569, -4.475)
C (-2.115, -0.035, -5.616)
C (-3.178, -1.068, -2.260)
C (-4.045, -1.702, -3.157)
C (-5.417, -1.564, -3.094)
C (-5.975, -0.764, -2.108)
C (-5.142, -0.121, -1.214)
C (-3.745, -0.253, -1.262)
P (-2.809, 0.679, 0.012)
C (-2.998, 2.509, -0.428)
C (-4.335, 2.844, -1.098)
C (-1.871, 2.777, -1.432)
C (-2.812, 3.436, 0.777)
C (-3.531, 0.231, 1.678)
C (-2.559, 0.719, 2.766)
C (-4.938, 0.788, 1.954)
C (-3.573, -1.299, 1.754)
H (4.052, -2.373, -4.508)
H (3.255, -0.984, -3.764)
H (2.671, -1.635, -5.303)
H (2.670, -3.162, -2.656)
H (1.446, -3.885, -5.358)
H (1.337, -4.865, -3.894)
H (2.908, -4.607, -4.670)
H (0.525, -3.794, -1.707)
H (-2.784, -2.699, -0.464)
H (-0.431, -4.563, 0.075)
H (-1.809, -4.234, 1.115)
H (-0.606, -2.971, 0.809)
H (-1.852, -5.185, -1.951)
H (-3.273, -4.219, -2.356)
H (-3.221, -5.113, -0.831)
H (0.833, -0.664, -4.569)
H (-2.426, 0.844, -3.702)
H (0.184, 1.289, -5.220)
H (-0.036, 1.819, -3.556)
H (-1.069, 2.464, -4.847)
H (-1.308, -0.480, -6.203)
H (-2.524, 0.805, -6.182)
H (-2.901, -0.783, -5.503)
H (-3.604, -2.334, -3.918)
H (-6.048, -2.079, -3.808)
H (-7.047, -0.635, -2.036)
H (-5.591, 0.515, -0.468)
H (-4.505, 2.267, -2.005)
H (-4.303, 3.901, -1.376)
H (-5.187, 2.708, -0.430)
H (-1.929, 2.108, -2.290)
H (-0.890, 2.657, -0.981)
H (-1.960, 3.802, -1.802)
H (-3.607, 3.338, 1.516)
H (-2.843, 4.463, 0.404)
H (-1.849, 3.291, 1.257)
H (-2.478, 1.803, 2.803)
H (-1.572, 0.272, 2.632)
H (-2.942, 0.385, 3.733)
H (-5.047, 1.842, 1.704)
H (-5.137, 0.684, 3.024)
H (-5.709, 0.223, 1.433)
H (-2.580, -1.730, 1.611)
H (-4.258, -1.725, 1.018)
H (-3.928, -1.582, 2.748)
O (0.113, 2.148, 1.394)
H (0.995, 2.543, 1.510)
H (-0.049, 1.719, 2.251)
O (0.014, -0.723, 1.446)
O (-0.766, -0.461, 0.257)
O (3.170, 0.907, -2.148)
N (2.109, 0.430, -1.810)
O (1.092, 1.254, -1.335)
O (2.122, -0.689, -0.877)
C (3.851, 3.811, 1.775)
C (4.623, 2.547, 2.171)
C (5.425, 2.068, 0.949)
C (5.596, 2.838, 3.321)
Si (3.432, 1.159, 2.620)
O (2.428, 0.956, 1.341)
C (4.338, -0.439, 2.938)
C (4.611, -1.317, 1.886)
C (5.325, -2.487, 2.107)
C (5.777, -2.794, 3.383)
C (5.508, -1.935, 4.441)
C (4.790, -0.769, 4.218)
C (2.280, 1.522, 4.068)
C (2.243, 2.692, 4.829)
C (1.259, 2.901, 5.789)
C (0.281, 1.941, 6.002)
C (0.296, 0.766, 5.259)
C (1.285, 0.562, 4.309)
H (4.550, 4.606, 1.493)
H (3.224, 4.198, 2.582)
H (3.215, 3.621, 0.906)
H (6.109, 2.860, 0.627)
H (4.775, 1.824, 0.106)
H (6.024, 1.186, 1.183)
H (6.308, 3.615, 3.020)
H (6.171, 1.948, 3.583)
H (5.094, 3.187, 4.225)
H (4.247, -1.089, 0.889)
H (5.528, -3.161, 1.284)
H (6.333, -3.706, 3.555)
H (5.854, -2.179, 5.438)
H (4.573, -0.109, 5.051)
H (2.987, 3.462, 4.676)
H (1.255, 3.816, 6.368)
H (-0.487, 2.103, 6.748)
H (-0.461, 0.008, 5.423)
H (1.282, -0.361, 3.737)

Cartesian forces (eV/Å) of the 6 atoms listed first:
Ti -0.17 0.27 0.09
C 0.01 -0.01 -0.02
C 0.00 -0.04 -0.01
C 0.02 0.00 0.00
C -0.04 0.06 -0.06
C -0.11 0.01 0.01

Computed properties:
- E_LUMO (spin up / spin down) (eV) = 0.4 / -1.3
- relative energy (zero: lowest compared OMol25 entry of this formula, charge and spin) (kJ/mol) = 2.9
- spin multiplicity = 3
- E_HOMO (spin up / spin down) (eV) = -7.7 / -8.4
- gap between HOMO and LUMO (spin up / spin down) (eV) = 8.13 / 7.16

These are the Mulliken partial charges, in e, on atoms 1 to 4: Ti -0.410; C -1.570; C 0.472; C -1.562



Density functional theory data (ωB97M-V/def2-TZVPD) for a structure of composition C17H19InN2O2S2 in a non-equilibrium geometry.

Element x y z (Å)
In (0.740, 0.799, -1.356)
C (-0.411, 0.779, 2.172)
N (0.691, 0.252, 1.356)
C (0.594, -1.208, 1.209)
C (-0.643, -1.628, 0.439)
N (-0.774, -1.039, -0.945)
C (-0.371, -2.056, -1.970)
C (-2.138, -0.548, -1.174)
C (-3.157, -1.495, -1.276)
C (-4.469, -1.124, -1.476)
C (-4.776, 0.232, -1.566)
C (-3.774, 1.179, -1.458)
C (-2.428, 0.817, -1.259)
S (-1.254, 2.147, -1.152)
C (1.993, 0.635, 1.827)
C (2.189, 1.043, 3.144)
C (3.449, 1.390, 3.603)
C (4.534, 1.330, 2.739)
C (4.344, 0.935, 1.421)
C (3.079, 0.587, 0.940)
S (2.959, 0.031, -0.746)
H (-0.480, 0.263, 3.138)
H (-1.354, 0.666, 1.649)
H (-0.265, 1.841, 2.343)
H (0.557, -1.684, 2.197)
H (1.488, -1.563, 0.706)
H (-1.540, -1.392, 0.999)
H (-0.610, -2.714, 0.355)
H (-0.912, -2.992, -1.825)
H (0.693, -2.260, -1.879)
H (-0.558, -1.675, -2.965)
H (-2.909, -2.551, -1.199)
H (-5.242, -1.880, -1.565)
H (-5.799, 0.550, -1.728)
H (-4.013, 2.237, -1.541)
H (1.347, 1.088, 3.827)
H (3.577, 1.706, 4.632)
H (5.526, 1.600, 3.084)
H (5.182, 0.906, 0.731)
O (1.586, 2.122, -3.094)
C (1.242, 1.216, -3.895)
O (0.690, 0.126, -3.483)
H (1.416, 1.337, -4.960)

Cartesian forces (eV/Å) of the 6 atoms listed first:
In -0.12 -0.17 0.24
C 0.19 -0.09 -0.16
N -0.12 0.10 0.04
C -0.09 0.23 -0.10
C -0.01 0.03 -0.41
N 0.24 -0.15 0.01

Computed properties:
- E_LUMO (eV) = 0.5
- E_HOMO (eV) = -8.1
- gap between HOMO and LUMO (eV) = 8.62

These are the Mulliken partial charges, in e, on atoms 1 to 4: In 1.429; C -1.382; N 0.542; C -1.289



Density functional theory data (ωB97M-V/def2-TZVPD) for the molecule C25H31N3O5S in a non-equilibrium geometry.

Element x y z (Å)
C (1.895, -2.181, -3.953)
O (1.410, -2.571, -2.685)
C (0.066, -2.610, -2.488)
C (-0.886, -2.424, -3.483)
C (-2.235, -2.510, -3.180)
C (-2.650, -2.774, -1.890)
C (-1.703, -2.953, -0.893)
C (-0.352, -2.874, -1.173)
C (0.706, -3.053, -0.112)
N (0.272, -2.719, 1.227)
C (0.399, -1.468, 1.713)
O (0.860, -0.559, 1.052)
C (-0.063, -1.301, 3.164)
C (-1.567, -0.972, 3.187)
C (-1.796, 0.492, 2.833)
N (-1.171, 1.367, 3.806)
S (-0.944, 2.936, 3.277)
O (-0.207, 3.625, 4.296)
O (-2.238, 3.430, 2.906)
C (0.042, 2.775, 1.795)
C (1.413, 2.636, 1.888)
C (2.158, 2.260, 0.780)
C (1.474, 2.008, -0.397)
C (0.092, 2.208, -0.502)
C (-0.636, 2.591, 0.598)
C (-0.346, 1.850, -1.891)
C (-0.870, 3.060, -2.670)
C (-1.371, 0.715, -1.888)
C (0.964, 1.370, -2.519)
O (1.120, 0.930, -3.637)
N (1.964, 1.533, -1.601)
C (3.325, 1.132, -1.830)
C (-0.134, 0.779, 4.621)
C (0.753, -0.179, 3.830)
H (2.981, -2.200, -3.865)
H (1.588, -2.884, -4.733)
H (1.566, -1.170, -4.209)
H (-0.585, -2.203, -4.494)
H (-2.963, -2.364, -3.964)
H (-3.701, -2.840, -1.655)
H (-2.026, -3.151, 0.119)
H (1.542, -2.391, -0.356)
H (1.071, -4.084, -0.117)
H (-0.164, -3.436, 1.783)
H (0.092, -2.250, 3.686)
H (-2.099, -1.597, 2.467)
H (-1.973, -1.176, 4.178)
H (-2.864, 0.728, 2.812)
H (-1.386, 0.673, 1.830)
H (1.886, 2.820, 2.841)
H (3.226, 2.130, 0.851)
H (-1.703, 2.746, 0.570)
H (-0.147, 3.873, -2.643)
H (-1.803, 3.408, -2.235)
H (-1.041, 2.779, -3.707)
H (-1.526, 0.353, -2.902)
H (-1.013, -0.110, -1.276)
H (-2.318, 1.065, -1.486)
H (3.393, 0.774, -2.856)
H (3.603, 0.330, -1.143)
H (4.002, 1.978, -1.693)
H (-0.604, 0.256, 5.463)
H (0.447, 1.609, 5.024)
H (1.257, 0.382, 3.040)
H (1.513, -0.599, 4.490)

Cartesian forces (eV/Å) of the 6 atoms listed first:
C 0.07 0.11 -0.31
O -0.18 -0.06 0.32
C -0.27 -0.09 0.13
C 0.30 0.01 -0.12
C -0.08 -0.03 0.07
C -0.15 0.01 -0.04

Computed properties:
- structure (SMILES) = COc1ccccc1CNC(=O)C1CCN(S(=O)(=O)c2ccc3c(c2)C(C)(C)C(=O)N3C)CC1
- E_LUMO (eV) = 0.5
- relative energy (zero: lowest compared OMol25 entry of this formula, charge and spin) (kJ/mol) = 25.7
- E_HOMO (eV) = -8.4
- gap between HOMO and LUMO (eV) = 8.84

These are the Mulliken partial charges, in e, on atoms 1 to 4: C -0.940; O -0.399; C 0.807; C -0.521



Density functional theory data (ωB97M-V/def2-TZVPD) for a structure of composition C30H44Br2N2OsP2 in a non-equilibrium geometry.

Element x y z (Å)
N (7.133, -0.088, -6.648)
C (7.445, -0.171, -5.352)
C (6.517, 0.079, -4.330)
C (5.169, 0.396, -4.663)
C (4.857, 0.456, -6.043)
C (5.877, 0.215, -6.989)
C (4.151, 0.559, -3.621)
Os (1.211, 0.241, -1.369)
P (-4.013, -2.713, 0.011)
C (2.817, 0.237, -3.773)
C (2.229, -0.644, -2.801)
C (0.842, -1.066, -2.887)
C (0.575, -2.425, -2.417)
C (1.418, -2.989, -1.469)
C (2.322, -2.102, -0.833)
C (2.858, -0.959, -1.537)
Br (1.276, -4.731, -0.835)
H (4.548, 0.784, -2.626)
H (2.217, 0.465, -4.660)
H (6.841, -0.018, -3.293)
H (3.846, 0.681, -6.403)
H (8.480, -0.426, -5.112)
H (5.664, 0.288, -8.064)
H (0.278, -0.744, -3.761)
H (3.915, -0.700, -1.369)
H (-0.282, -2.933, -2.841)
H (2.770, -2.414, 0.108)
P (-0.517, 1.597, -1.823)
C (-2.814, -4.069, 0.262)
C (-3.480, -5.438, 0.111)
H (-2.443, -3.951, 1.290)
H (-1.977, -3.923, -0.437)
H (-2.771, -6.234, 0.358)
H (-4.332, -5.533, 0.795)
H (-3.840, -5.619, -0.907)
C (-3.955, -2.296, -1.768)
C (-5.307, -2.448, -2.482)
H (-3.206, -2.961, -2.222)
H (-3.601, -1.258, -1.836)
H (-5.172, -2.355, -3.565)
H (-5.774, -3.420, -2.290)
H (-6.015, -1.672, -2.172)
C (-3.347, -1.374, 1.035)
C (-4.156, -1.242, 2.335)
H (-3.387, -0.450, 0.443)
H (-2.303, -1.630, 1.245)
H (-4.125, -0.216, 2.709)
H (-5.208, -1.512, 2.187)
H (-3.762, -1.892, 3.123)
C (-1.547, 2.222, -0.425)
C (-1.864, 3.707, -0.529)
H (-0.997, 1.991, 0.498)
H (-2.471, 1.626, -0.393)
H (-0.969, 4.318, -0.359)
H (-2.293, 3.976, -1.501)
H (-2.601, 3.984, 0.233)
C (-1.831, 0.724, -2.821)
C (-1.729, 0.901, -4.334)
H (-2.810, 1.057, -2.436)
H (-1.722, -0.346, -2.563)
H (-1.810, 1.953, -4.646)
H (-0.781, 0.498, -4.720)
H (-2.544, 0.338, -4.811)
C (0.212, 3.009, -2.770)
C (1.598, 3.358, -2.247)
H (-0.457, 3.872, -2.715)
H (0.245, 2.697, -3.821)
H (2.279, 3.549, -3.093)
H (1.595, 4.270, -1.631)
H (2.055, 2.526, -1.653)
Br (1.050, 3.747, 3.724)
C (1.449, 2.085, 2.918)
C (1.925, 1.049, 3.719)
C (2.058, -0.200, 3.106)
C (1.585, -0.384, 1.791)
N (1.370, 0.652, 0.961)
C (1.275, 1.885, 1.535)
H (2.142, 1.224, 4.764)
H (2.529, -1.026, 3.634)
H (1.386, -1.385, 1.390)
H (1.015, 2.705, 0.865)

Cartesian forces (eV/Å) of the 6 atoms listed first:
N -3.34 0.76 3.29
C 1.77 -0.28 -0.18
C -0.85 0.18 -0.68
C 0.62 0.57 -1.27
C 1.02 -0.34 0.22
C -0.11 0.08 -1.78

Computed properties:
- E_LUMO (spin up / spin down) (eV) = -12.2 / -14.1
- relative energy (zero: lowest compared OMol25 entry of this formula, charge and spin) (kJ/mol) = 44.1
- spin multiplicity = 5
- total charge = +4
- E_HOMO (spin up / spin down) (eV) = -18.5 / -18.5
- gap between HOMO and LUMO (spin up / spin down) (eV) = 6.36 / 4.45

These are the Mulliken partial charges, in e, on atoms 1 to 4: N 0.079; C -0.415; C -0.380; C 0.203



Density functional theory data (ωB97M-V/def2-TZVPD) for a structure of composition C18H26N2O2S2Zr.

Element x y z (Å)
Zr (-1.486, -0.128, 0.294)
O (0.283, -0.341, 0.954)
S (1.987, -0.238, 0.800)
C (2.006, -0.075, -1.004)
C (1.576, 1.357, -1.338)
C (1.260, 1.653, -2.807)
C (-0.047, 1.147, -3.420)
S (-1.665, 1.477, -2.636)
O (-1.822, 0.236, -1.630)
C (-1.379, 2.750, -1.410)
C (-0.733, 3.914, -1.741)
C (-0.465, 4.850, -0.727)
C (-0.833, 4.608, 0.587)
C (-1.565, 3.465, 0.897)
C (-1.837, 2.506, -0.088)
C (2.672, -1.736, 1.200)
C (3.325, -1.729, 2.453)
C (4.017, -2.858, 2.846)
C (4.055, -3.966, 2.007)
C (3.402, -3.970, 0.764)
C (2.705, -2.862, 0.350)
H (1.369, -0.861, -1.418)
H (3.035, -0.281, -1.310)
H (2.392, 2.020, -1.045)
H (0.731, 1.657, -0.707)
H (2.047, 1.256, -3.454)
H (1.316, 2.732, -2.942)
H (-0.109, 0.060, -3.541)
H (-0.179, 1.564, -4.424)
H (-0.429, 4.133, -2.759)
H (0.036, 5.775, -0.986)
H (-0.618, 5.340, 1.356)
H (-1.984, 3.358, 1.891)
H (-2.770, 1.942, 0.051)
H (3.308, -0.847, 3.082)
H (4.539, -2.870, 3.794)
H (4.610, -4.845, 2.312)
H (3.466, -4.842, 0.128)
H (2.228, -2.855, -0.622)
N (-3.192, -0.385, 1.811)
C (-4.007, -1.630, 1.496)
C (-3.052, -2.755, 1.180)
N (-2.154, -2.313, 0.043)
H (-2.825, -0.487, 2.765)
H (-3.844, 0.402, 1.894)
H (-4.654, -1.396, 0.649)
H (-4.644, -1.876, 2.346)
H (-3.592, -3.660, 0.900)
H (-2.417, -2.995, 2.033)
H (-2.675, -2.415, -0.835)
H (-1.387, -2.985, -0.041)

Cartesian forces (eV/Å) of the 6 atoms listed first:
Zr 0.06 0.18 -0.06
O -0.13 -0.10 -0.48
S 0.03 0.02 0.10
C -0.08 -0.02 0.01
C 0.03 -0.01 0.02
C 0.00 0.02 -0.01

Computed properties:
- E_LUMO (eV) = -14.2
- relative energy (zero: lowest compared OMol25 entry of this formula, charge and spin) (kJ/mol) = 0.0
- total charge = +4
- E_HOMO (eV) = -20.8
- gap between HOMO and LUMO (eV) = 6.60

These are the Mulliken partial charges, in e, on atoms 1 to 4: Zr 2.217; O -0.598; S 0.190; C -0.939



| no. | DFT total energy (hartree) |
| --- | --- |
| 1 | -3816.064290 |
| 2 | -1905.791605 |
| 3 | -1909.959791 |
| 4 | -7198.730206 |
| 5 | -1803.418412 |